(1)
Computed, not measured: a 3-piece molecular cluster, C38H78Cl2F3O7S overall in a non-equilibrium geometry, with ωB97M-V with the def2-TZVPD basis set.

Cartesian coordinates (Å):
1 C 9.88 1.19 0.22
2 C 9.60 0.13 -1.01
3 C 8.55 0.79 -2.09
4 C 7.32 -0.25 -2.42
5 C 6.08 -0.21 -1.35
6 C 4.68 0.24 -2.12
7 C 3.80 -1.09 -2.61
8 C 2.34 -0.49 -3.12
9 C 1.71 -1.28 -4.42
10 C 0.54 -2.38 -4.02
11 C -0.99 -1.86 -4.35
12 C -1.85 -1.56 -2.98
13 C -2.71 -2.83 -2.41
14 C -3.88 -2.18 -1.41
15 C -3.23 -1.44 -0.08
16 C -3.79 0.08 0.19
17 C -3.22 1.23 -0.84
18 C -2.36 2.44 -0.10
19 C -0.76 2.06 -0.01
20 C 0.02 2.05 -1.46
21 S 0.54 3.74 -2.09
22 C -0.05 5.14 -1.00
23 C 1.10 5.45 0.15
24 O 0.45 5.73 1.46
25 C 2.10 6.70 -0.24
26 F 1.42 8.00 -0.41
27 F 3.19 6.90 0.78
28 F 2.78 6.38 -1.54
29 C -0.33 3.90 -3.77
30 Cl -2.15 3.52 -3.65
31 C 0.00 5.30 -4.55
32 C 1.55 5.38 -5.15
33 Cl -1.10 5.30 -6.09
34 H 8.86 1.39 0.79
35 H 10.34 2.19 -0.21
36 H 10.68 0.72 0.97
37 H 9.22 -0.90 -0.56
38 H 10.63 -0.11 -1.54
39 H 9.11 0.97 -3.13
40 H 8.12 1.84 -1.77
41 H 6.93 0.03 -3.51
42 H 7.67 -1.38 -2.50
43 H 5.88 -1.31 -0.95
44 H 6.27 0.46 -0.40
45 H 4.91 0.89 -3.09
46 H 3.98 0.90 -1.45
47 H 4.41 -1.61 -3.48
48 H 3.66 -1.76 -1.66
49 H 1.64 -0.50 -2.17
50 H 2.55 0.63 -3.47
51 H 2.58 -1.83 -5.01
52 H 1.31 -0.45 -5.15
53 H 0.66 -2.73 -2.89
54 H 0.72 -3.32 -4.73
55 H -0.86 -0.80 -4.89
56 H -1.56 -2.53 -5.14
57 H -2.64 -0.71 -3.27
58 H -1.23 -1.12 -2.09
59 H -3.24 -3.42 -3.28
60 H -2.05 -3.63 -1.83
61 H -4.53 -3.11 -1.07
62 H -4.58 -1.50 -2.05
63 H -3.59 -2.09 0.85
64 H -2.04 -1.51 -0.06
65 H -4.97 0.07 0.05
66 H -3.55 0.35 1.31
67 H -2.55 0.82 -1.71
68 H -4.15 1.77 -1.35
69 H -2.56 3.41 -0.75
70 H -2.80 2.65 0.99
71 H -0.17 2.72 0.79
72 H -0.70 0.95 0.41
73 H -0.57 1.50 -2.33
74 H 1.01 1.42 -1.30
75 H -0.20 6.10 -1.69
76 H -1.05 4.95 -0.43
77 H 1.79 4.50 0.28
78 H 0.25 4.84 1.88
79 H 0.14 3.02 -4.43
80 H -0.29 6.25 -3.93
81 H 1.80 6.49 -5.48
82 H 1.54 4.74 -6.16
83 H 2.35 4.92 -4.42
84 C 1.53 -5.09 5.19
85 O 1.41 -3.91 4.41
86 C 2.31 -2.88 4.80
87 C 2.83 -2.12 3.58
88 O 3.77 -2.85 2.78
89 C 3.24 -3.96 2.04
90 C 2.31 -3.56 0.89
91 O 1.05 -3.12 1.39
92 C 0.50 -2.05 0.64
93 H 1.09 -4.93 6.18
94 H 1.00 -5.90 4.68
95 H 2.58 -5.39 5.28
96 H 3.15 -3.28 5.37
97 H 1.75 -2.19 5.45
98 H 3.39 -1.25 3.95
99 H 2.02 -1.72 2.97
100 H 2.78 -4.69 2.70
101 H 4.11 -4.46 1.60
102 H 2.12 -4.43 0.25
103 H 2.79 -2.78 0.29
104 H 1.23 -1.25 0.50
105 H -0.35 -1.64 1.20
106 H 0.15 -2.41 -0.33
107 C -9.54 -2.95 4.62
108 O -8.23 -2.42 4.77
109 C -7.26 -3.11 3.98
110 C -6.23 -2.12 3.41
111 O -6.73 -1.27 2.37
112 C -7.67 -0.27 2.77
113 C -7.08 0.85 3.63
114 O -6.83 0.38 4.95
115 C -5.65 0.94 5.52
116 H -9.62 -3.91 5.15
117 H -10.24 -2.24 5.06
118 H -9.80 -3.07 3.57
119 H -7.73 -3.65 3.15
120 H -6.76 -3.83 4.63
121 H -5.43 -2.71 2.95
122 H -5.75 -1.54 4.20
123 H -8.55 -0.72 3.22
124 H -8.02 0.18 1.83
125 H -7.81 1.67 3.71
126 H -6.17 1.23 3.16
127 H -4.80 0.84 4.83
128 H -5.41 0.38 6.43
129 H -5.82 1.99 5.77

Values from the calculation:
- Largest force on an atom: 5.47 eV/Å
- 2S+1: 1
- Net charge: +1
- Kohn-Sham gap: 7.11 eV
- HOMO: -0.3895 Eh

(2)
Computed, not measured: C38H80F6N4O8 as an isolated structure in a non-equilibrium geometry, with ωB97M-V with the def2-TZVPD basis set.

Cartesian coordinates (Å):
1 N -0.26 -0.99 -0.07
2 O 0.75 -0.63 0.51
3 O -1.35 -0.91 0.43
4 O -0.30 -1.39 -1.24
5 C -3.99 3.55 -0.51
6 C -3.12 2.37 -0.83
7 C -4.10 1.19 -0.88
8 C -3.27 -0.15 -0.78
9 N -4.15 -1.42 -1.11
10 C -3.20 -2.69 -0.97
11 C -2.43 -2.74 -2.26
12 C -3.20 -2.02 -3.32
13 C -4.51 -1.55 -2.65
14 C -5.51 -1.50 -0.32
15 C -5.31 -1.45 1.23
16 C -6.48 -2.16 2.06
17 H -5.02 3.28 -0.75
18 H -3.78 4.38 -1.19
19 H -3.90 3.90 0.52
20 H -2.41 2.20 -0.02
21 H -2.61 2.39 -1.79
22 H -4.75 1.27 -1.75
23 H -4.81 1.28 -0.06
24 H -2.88 -0.20 0.24
25 H -2.39 -0.09 -1.43
26 H -3.82 -3.57 -0.82
27 H -2.58 -2.70 -0.06
28 H -2.25 -3.80 -2.47
29 H -1.48 -2.27 -2.03
30 H -3.54 -2.69 -4.10
31 H -2.65 -1.19 -3.78
32 H -5.18 -2.40 -2.73
33 H -5.00 -0.66 -3.05
34 H -5.99 -2.44 -0.59
35 H -6.10 -0.68 -0.74
36 H -5.39 -0.40 1.51
37 H -4.38 -1.97 1.49
38 H -6.24 -2.16 3.12
39 H -6.70 -3.19 1.79
40 H -7.44 -1.64 2.03
41 C 4.23 3.88 1.56
42 C 3.79 2.41 1.22
43 C 2.30 2.29 0.85
44 C 1.90 3.08 -0.35
45 N 0.48 2.70 -0.92
46 C 0.42 1.22 -1.34
47 C -0.04 1.17 -2.85
48 C 0.47 2.53 -3.36
49 C 0.26 3.47 -2.20
50 C -0.64 3.03 0.12
51 C -0.72 4.53 0.60
52 C -1.82 4.72 1.69
53 H 5.27 3.98 1.85
54 H 3.65 4.34 2.37
55 H 4.10 4.51 0.68
56 H 4.08 1.83 2.10
57 H 4.45 2.10 0.40
58 H 1.79 2.54 1.79
59 H 1.92 1.27 0.75
60 H 2.52 2.90 -1.23
61 H 1.96 4.13 -0.07
62 H -0.22 0.65 -0.66
63 H 1.43 0.81 -1.30
64 H -1.11 1.13 -3.05
65 H 0.52 0.38 -3.35
66 H 0.12 2.76 -4.37
67 H 1.55 2.57 -3.44
68 H -0.79 3.78 -2.26
69 H 0.87 4.37 -2.17
70 H -0.30 2.40 0.93
71 H -1.55 2.67 -0.37
72 H -0.82 5.31 -0.16
73 H 0.19 4.63 1.20
74 H -2.27 5.71 1.78
75 H -1.51 4.59 2.72
76 H -2.70 4.10 1.54
77 C 3.75 0.66 -1.41
78 C 2.85 -0.33 -0.70
79 N 3.23 -1.85 -0.67
80 C 2.08 -2.68 -0.04
81 C 3.50 -2.33 -2.12
82 C 2.19 -2.22 -3.05
83 C 4.49 -1.98 0.22
84 C 4.44 -1.43 1.64
85 O 3.48 -2.10 2.37
86 C 3.51 -1.63 3.66
87 H 3.88 0.41 -2.46
88 H 4.76 0.61 -0.99
89 H 3.43 1.70 -1.33
90 H 1.86 -0.31 -1.15
91 H 2.76 0.01 0.34
92 H 2.40 -3.69 0.20
93 H 1.18 -2.73 -0.66
94 H 1.77 -2.20 0.89
95 H 3.86 -3.35 -2.03
96 H 4.26 -1.72 -2.61
97 H 1.66 -1.27 -2.93
98 H 1.48 -3.02 -2.81
99 H 2.45 -2.25 -4.10
100 H 5.32 -1.63 -0.40
101 H 4.61 -3.06 0.16
102 H 4.27 -0.35 1.72
103 H 5.41 -1.66 2.08
104 H 2.73 -2.02 4.32
105 H 3.31 -0.56 3.73
106 H 4.45 -1.94 4.11
107 C 0.85 -6.22 0.19
108 O -0.18 -5.37 -0.19
109 O 0.23 -7.41 0.60
110 C 2.10 -6.40 -0.78
111 F 1.73 -6.55 -2.03
112 F 2.90 -5.34 -0.69
113 F 2.90 -7.44 -0.44
114 C 0.19 -4.07 -0.79
115 C -1.17 -3.57 -1.43
116 H -1.01 -2.73 -2.11
117 H -1.58 -4.42 -1.98
118 H -1.88 -3.41 -0.62
119 H 0.79 -4.00 -1.69
120 H 0.52 -3.32 -0.07
121 H 1.19 -5.72 1.10
122 C -0.29 3.44 4.13
123 O -0.12 2.29 3.27
124 O -0.48 2.96 5.50
125 C 0.75 4.64 4.03
126 F 0.46 5.84 4.48
127 F 2.00 4.33 4.43
128 F 0.76 4.87 2.71
129 C 1.16 1.64 3.28
130 C 1.13 0.41 2.40
131 H 0.55 0.67 1.51
132 H 2.17 0.30 2.07
133 H 0.74 -0.55 2.72
134 H 1.29 1.16 4.25
135 H 2.05 2.24 3.07
136 H -1.20 3.94 3.80

Values from the calculation:
- Largest force on an atom: 18.60 eV/Å
- 2S+1: 1
- Net charge: 0
- Kohn-Sham gap: 4.78 eV
- HOMO: -0.1971 Eh
- Energy above the lowest of the compared OMol25 structures with the same formula, charge and spin: 656.2 kcal/mol